The following is a DFT calculation (ωB97M-V/def2-TZVPD) of a molecular structure, C51H51F5N6O2S2SeSn at a distorted geometry.

Summary:
Relative energy (zero: lowest compared OMol25 entry of this formula, charge and spin), kcal/mol: 33.49
Total charge: +2
Max |F|, eV/Å: 4.1
E_HOMO, eV: -12.5
Energy, eV: -173170.2294
LUMO level, eV: -7.278

Structure (XYZ):
```
119
C51H51F5N6O2S2SeSn, DFT ωB97M-V/def2-TZVPD
Sn 0.2393 -1.0143 -2.0484
C -2.2600 3.7181 3.0196
C -3.2152 2.4875 3.1023
C -2.8453 1.7433 4.3169
C -4.6956 2.8945 3.1169
C -2.8842 1.6069 1.8228
C -1.5545 1.1294 1.6788
C -1.2544 0.3668 0.4762
N -0.0511 -0.1467 0.2311
C 0.9839 -0.2487 1.1333
C 0.6819 -0.5026 2.5081
C 1.6989 -0.5784 3.4712
C 2.9698 -0.3125 3.0829
C 3.4120 -0.0703 1.7477
C 2.3815 -0.3078 0.7607
O 2.5625 -0.3860 -0.6111
C 4.8544 0.3411 1.4403
C 5.4502 1.2183 2.5966
C 5.8074 -0.8418 1.3222
C 4.9872 1.1413 0.1511
C 1.4232 -0.7510 4.9448
C 0.4638 -1.9260 5.1530
C 0.8160 0.4915 5.5574
C 2.7155 -1.2091 5.7855
C -2.1883 0.1707 -0.6195
O -1.8400 -0.4583 -1.6338
C -3.5919 0.5021 -0.3311
C -3.8268 1.2911 0.8207
C -4.6925 0.2309 -1.3117
C -4.7356 -1.3150 -1.4899
C -4.4244 0.9968 -2.6017
C -6.0622 0.7673 -0.8287
H -2.3289 4.2716 3.9692
H -1.2586 3.4114 2.7695
H -2.6081 4.3778 2.2462
H -2.9111 2.4094 5.2153
H -3.3191 0.7508 4.3156
H -1.7532 1.4238 4.2836
H -4.8656 3.4070 3.9970
H -4.9321 3.3730 2.1848
H -5.2572 1.9200 3.1990
H -0.7611 1.2730 2.3739
H -0.3873 -0.6165 2.7460
H 3.6349 -0.2539 3.9462
H 5.4209 0.7541 3.5331
H 6.4867 1.3852 2.3360
H 4.9159 2.1665 2.6415
H 5.6133 -1.5052 2.1212
H 5.6985 -1.4097 0.4075
H 6.8051 -0.4940 1.3380
H 4.1567 1.8688 -0.0611
H 5.8423 1.7483 0.1073
H 5.0433 0.4991 -0.7281
H -0.5822 -1.9110 4.7046
H 0.9122 -2.8424 4.7322
H 0.3456 -2.1448 6.1971
H -0.1371 0.7871 5.0515
H 0.5948 0.3465 6.6010
H 1.5465 1.3399 5.4547
H 3.2150 -2.0568 5.2961
H 3.3571 -0.4340 6.0014
H 2.4688 -1.5706 6.7976
H -4.8213 1.6478 0.9355
H -3.7568 -1.7249 -1.6758
H -4.9690 -1.7116 -0.5326
H -5.5322 -1.6077 -2.1824
H -3.4424 0.8351 -3.0476
H -5.1133 0.6953 -3.4522
H -4.4601 2.0896 -2.5633
H -6.2800 0.1775 0.0770
H -6.2596 1.8401 -0.6292
H -6.7827 0.4263 -1.5706
S -2.1932 5.3282 -6.2885
N -1.0950 5.1568 -5.1013
C -1.0651 3.8725 -4.7632
C -0.2791 3.3230 -3.6557
C 0.4742 4.0877 -2.7925
C 1.0918 3.5414 -1.6716
C 0.9513 2.1622 -1.5914
N 0.3576 1.3803 -2.4596
C -0.2615 1.9367 -3.4823
C -1.0785 1.1126 -4.4531
N -0.9865 -0.1943 -4.1300
C -1.8836 -0.9901 -4.6987
C -2.8220 -0.5551 -5.6596
C -2.8304 0.7598 -6.0489
C -1.9265 1.6172 -5.4530
C -1.9537 3.0836 -5.5669
N -2.6327 3.7834 -6.4886
H 0.7161 5.1593 -3.0010
H 1.6629 4.1665 -0.9324
H 1.4388 1.7207 -0.7357
H -1.8848 -2.0213 -4.2860
H -3.4563 -1.2536 -6.0987
H -3.4820 1.0597 -6.8042
F 7.1944 0.1542 -5.1399
C 6.3182 -0.4121 -4.3515
C 4.9985 -0.0307 -4.4465
F 4.6345 0.8596 -5.3951
C 4.1219 -0.4404 -3.5047
F 2.8311 -0.0161 -3.5753
C 4.4506 -1.3755 -2.5296
Se 3.2598 -2.0416 -1.2253
C 5.8063 -1.7961 -2.4190
F 6.2482 -2.5437 -1.4851
C 6.7439 -1.2830 -3.3375
F 7.9859 -1.4524 -3.1064
S -0.5573 -3.1694 0.1886
C -1.0177 -4.8022 0.0157
N -1.5720 -5.4664 1.0745
C -1.9274 -6.7378 1.1998
C -1.7174 -7.5917 0.1099
C -1.1602 -6.9834 -0.9989
C -0.8694 -5.5926 -1.0600
H -1.6945 -4.9469 1.8653
H -2.2803 -7.1331 2.1407
H -2.0423 -8.6360 0.1657
H -1.0263 -7.5950 -1.9530
H -0.4544 -5.1760 -1.9706
```